A) {
  "formula": "C6H11NS",
  "method": "ωB97M-V/def2-TZVPD",
  "symbols": ["C", "C", "C", "C", "C", "C", "N", "S", "H", "H", "H", "H", "H", "H", "H", "H", "H", "H", "H"],
  "positions_angstrom": [[2.0906, 0.8513, 0.4079], [0.3181, -0.7857, -0.6712], [-0.4041, 0.3488, -0.0317], [0.2068, -2.1790, -0.2162], [-0.7238, 1.5659, -0.8922], [-1.4034, 0.1367, 1.1305], [1.0069, 0.1422, 0.2176], [3.6376, 0.4318, 0.0543], [1.8129, 1.8917, 0.7263], [0.4440, -0.7035, -1.6849], [-0.8066, -2.6078, -0.0860], [0.7460, -2.3344, 0.8250], [0.6972, -3.0215, -0.8141], [-0.5676, 2.5338, -0.2914], [-1.8288, 1.7086, -1.0712], [-0.1165, 1.5423, -1.7727], [-2.2806, -0.4237, 0.6919], [-1.7990, 1.2144, 1.4766], [-1.0297, -0.3117, 2.0015]],
  "smiles": "C[C@@H]1N(C=S)C1(C)C",
  "e_homo_ev": -8.2,
  "charge": 0,
  "orbital_gap_ev": 8.775
}

B) {
  "formula": "C6H11NS",
  "method": "ωB97M-V/def2-TZVPD",
  "symbols": ["C", "C", "C", "C", "C", "C", "N", "S", "H", "H", "H", "H", "H", "H", "H", "H", "H", "H", "H"],
  "positions_angstrom": [[0.4645, 1.2462, 0.2668], [1.6148, 0.5388, 0.1563], [-1.3849, -0.4498, -0.0074], [2.8964, 1.1971, 0.0622], [-1.0204, -1.1497, -1.2328], [-2.0082, -1.2134, 1.1515], [-0.8528, 0.8080, 0.4765], [-2.3167, 1.1536, -0.3742], [0.6671, 2.3717, 0.1353], [1.6001, -0.5247, 0.0261], [3.1886, 1.0757, -0.9431], [3.7178, 0.7854, 0.6112], [2.7698, 2.2018, 0.2501], [-0.3510, -0.5118, -1.9104], [-1.8537, -1.3864, -1.7538], [-0.5459, -2.1237, -1.1248], [-1.2479, -1.4704, 1.7692], [-2.6108, -1.9554, 0.6857], [-2.7267, -0.5928, 1.7555]],
  "smiles": "C/C=C/N1SC1(C)C",
  "e_homo_ev": -7.6,
  "charge": 0,
  "orbital_gap_ev": 8.343
}

Short version: A) is the most stable of them.

A) {
  "formula": "C6H11NS",
  "method": "ωB97M-V/def2-TZVPD",
  "symbols": ["C", "C", "C", "C", "C", "C", "H", "H", "H", "H", "H", "H", "H", "H", "H", "H", "H", "N", "S"],
  "positions_angstrom": [[1.2218, -0.1750, -0.0547], [0.3317, 0.9157, -0.7202], [-0.9832, 0.2845, -1.0919], [-1.2607, -0.7892, -0.0535], [-0.6142, -0.4377, 1.4205], [0.6710, 0.4061, 1.2488], [2.4826, -1.6371, -1.8969], [2.2903, 0.3003, 0.0797], [0.8044, 1.5734, -1.4147], [-1.8284, 1.0366, -1.2364], [-0.6923, -0.1955, -1.9668], [-0.6109, -1.6143, -0.4934], [-2.3717, -1.2094, -0.0086], [-0.3853, -1.3815, 1.8760], [-1.3289, 0.2944, 1.9919], [1.4038, 0.5703, 2.0526], [-0.7319, 2.2039, 0.7124], [0.2718, 1.6808, 0.4986], [1.3300, -1.8263, -0.9435]],
  "smiles": "S[C@@H]1[C@@H]2CCC[C@H]1N2",
  "e_homo_ev": -8.7,
  "charge": 0,
  "orbital_gap_ev": 9.322
}

B) {
  "formula": "C6H11NS",
  "method": "ωB97M-V/def2-TZVPD",
  "symbols": ["C", "C", "C", "C", "C", "C", "H", "H", "H", "H", "H", "H", "H", "H", "H", "H", "H", "N", "S"],
  "positions_angstrom": [[-0.6239, 1.8455, -0.1140], [0.1811, 0.8697, 0.5109], [-0.5032, -0.6708, 0.4429], [0.6043, -1.5919, -0.1538], [1.6281, -0.8255, 0.2995], [1.3571, 0.4922, -0.2914], [-0.5902, 1.7115, -1.2695], [-0.4134, 2.9536, 0.0673], [-1.7694, 1.7533, 0.2420], [0.5238, 1.3351, 1.5564], [-0.7501, -1.0126, 1.5317], [-1.6239, -0.8687, -1.4081], [-2.7854, -1.1284, 0.0712], [0.4585, -1.7988, -1.2986], [0.5823, -2.6334, 0.3106], [1.6219, -0.5228, 1.2705], [0.9689, 0.4825, -1.2953], [-1.9486, -0.5544, -0.3301], [3.0819, 0.1638, -0.1424]],
  "smiles": "C[C@@H]1[C@H]2S[C@@H]2C[C@@H]1N",
  "e_homo_ev": -8.8,
  "charge": 0,
  "orbital_gap_ev": 9.720
}

C) {
  "formula": "C6H11NS",
  "method": "ωB97M-V/def2-TZVPD",
  "symbols": ["C", "C", "C", "C", "C", "C", "H", "H", "H", "H", "H", "H", "H", "H", "H", "H", "H", "N", "S"],
  "positions_angstrom": [[-0.6764, 2.0348, -0.7386], [-0.6635, 1.1241, 0.5588], [-1.8299, 0.0236, 0.5962], [-0.3391, -1.7925, -0.2277], [0.6174, -0.6224, -0.4993], [0.5048, 0.2089, 0.6637], [-1.5634, 2.6867, -0.7873], [-0.7242, 1.4606, -1.6589], [0.2894, 2.5374, -0.6653], [-0.8379, 1.7872, 1.4047], [-2.7516, 0.5200, 0.2953], [-1.8922, -0.4634, 1.5498], [-2.3435, -1.7737, -0.4266], [-0.3404, -2.7578, -0.8968], [-0.2785, -2.0440, 0.8925], [0.3803, -0.1816, -1.4259], [0.3475, -0.3388, 1.5781], [-1.5660, -1.0681, -0.4223], [2.1872, 0.0116, 0.0611]],
  "smiles": "C[C@H]1CNC[C@@H]2S[C@H]21",
  "e_homo_ev": -8.7,
  "charge": 0,
  "orbital_gap_ev": 9.651
}

Short version: C) is the most stable of them.

A) {
  "formula": "C6H11NS",
  "method": "ωB97M-V/def2-TZVPD",
  "symbols": ["C", "C", "C", "C", "C", "C", "H", "H", "H", "H", "H", "H", "H", "H", "H", "H", "H", "N", "S"],
  "positions_angstrom": [[-0.8404, -0.6587, 0.1739], [-0.2617, 0.3972, 1.0030], [1.1649, -0.0095, 1.3432], [2.0563, -0.7149, 0.1402], [1.2221, -0.6466, -1.2464], [-0.2708, -0.1463, -1.0456], [-2.6474, -1.3864, 1.0968], [-2.6293, -1.7025, -0.5976], [-0.4334, -1.7319, 0.5045], [-0.9930, 0.4412, 1.8904], [1.6663, 0.9494, 1.8241], [0.9960, -0.7942, 2.0711], [3.0189, -0.1733, -0.0212], [2.1343, -1.8196, 0.3957], [1.6783, 0.1660, -1.8749], [1.2366, -1.6354, -1.7137], [-0.8109, -0.0507, -1.9444], [-2.2601, -1.0731, 0.1046], [-0.3636, 1.6201, -0.2859]],
  "e_homo_ev": -8.5,
  "charge": 0,
  "orbital_gap_ev": 9.393
}

B) {
  "formula": "C6H11NS",
  "method": "ωB97M-V/def2-TZVPD",
  "symbols": ["C", "C", "C", "C", "C", "C", "N", "S", "H", "H", "H", "H", "H", "H", "H", "H", "H", "H", "H"],
  "positions_angstrom": [[1.0289, 0.4450, 0.5393], [-1.6568, -0.5851, 0.1335], [2.0599, -0.6276, 0.5095], [-1.4324, -1.9864, -0.0100], [-0.2681, 1.9209, -0.9073], [0.3330, 0.5642, -0.7500], [0.8716, 1.2528, 1.5464], [-2.8169, 0.4597, 0.2821], [2.8754, -0.4143, -0.0418], [1.7693, -1.6229, 0.1616], [2.3297, -0.7723, 1.5914], [-0.3754, -2.3606, 0.1126], [-2.0268, -2.3758, -0.8705], [-1.8548, -2.5043, 0.7791], [-1.0922, 1.9762, -0.1194], [0.4429, 2.6166, -0.8005], [-0.7248, 1.9945, -1.9207], [0.4336, 0.1087, -1.7060], [0.1039, 1.9108, 1.4706]],
  "e_homo_ev": [-7.6, -7.5],
  "charge": 0,
  "orbital_gap_ev": [7.227, 6.984]
}

Short version: A) is the most stable of them.

A) {
  "formula": "C3H7Cl2P",
  "method": "ωB97M-V/def2-TZVPD",
  "symbols": ["C", "C", "C", "P", "Cl", "Cl", "H", "H", "H", "H", "H", "H", "H"],
  "positions_angstrom": [[-1.8811, 0.6220, -0.1101], [-0.6762, -0.2400, -0.5033], [0.6085, 0.3309, 0.0198], [2.4381, -1.5619, -0.0483], [0.6051, 0.6903, 1.7220], [1.2636, 1.6338, -0.9139], [-2.0691, 0.5483, 0.9590], [-2.7671, 0.2881, -0.6423], [-1.6958, 1.6662, -0.3566], [-0.8030, -1.2511, -0.1149], [-0.5980, -0.2979, -1.5895], [2.1787, -1.8267, 1.2968], [3.3962, -0.6021, 0.2813]],
  "e_homo_ev": -8.5,
  "charge": 0,
  "orbital_gap_ev": 7.784
}

B) {
  "formula": "C3H7Cl2P",
  "method": "ωB97M-V/def2-TZVPD",
  "symbols": ["C", "C", "C", "P", "Cl", "Cl", "H", "H", "H", "H", "H", "H", "H"],
  "positions_angstrom": [[0.0656, -0.3743, -1.4499], [-0.9023, -0.3501, 0.7416], [0.1905, 0.2608, -0.1283], [1.9427, 0.4821, 0.6118], [-2.5370, 0.2444, 0.2756], [-0.3859, 2.3291, -0.1891], [-0.9837, -0.4439, -1.8249], [0.6306, 0.0904, -2.3642], [0.3385, -1.3473, -1.1900], [-1.1268, -1.3822, 0.6491], [-0.7786, -0.0946, 1.8058], [1.9820, -0.7093, 1.2789], [1.5643, 1.2948, 1.7837]],
  "smiles": "C[C@@](P)(Cl)CCl",
  "e_homo_ev": -10.0,
  "charge": 0,
  "orbital_gap_ev": 9.890
}

Short version: B) is the most stable of them.

A) {
  "formula": "H22O11",
  "method": "ωB97M-V/def2-TZVPD",
  "symbols": ["H", "H", "H", "H", "H", "H", "H", "H", "H", "H", "H", "H", "H", "H", "H", "H", "H", "H", "H", "H", "H", "H", "O", "O", "O", "O", "O", "O", "O", "O", "O", "O", "O"],
  "positions_angstrom": [[0.5452, -0.7641, -1.4646], [-0.5477, 0.1441, -1.3325], [4.1328, 0.2821, -2.5572], [3.3082, 0.7231, -3.8036], [-0.5935, 4.0235, 1.1967], [-0.1370, 3.3134, 2.5955], [-0.7381, -5.3172, -0.8264], [-0.2571, -4.6713, -2.0546], [2.4372, 2.8306, -1.3834], [2.2387, 1.5253, -0.6501], [0.3073, -0.6822, 1.0165], [0.3767, 0.7848, 0.4213], [0.6048, -2.2899, -2.6335], [0.8585, -2.7468, -4.1666], [-2.9112, 1.4844, 2.0056], [-3.6439, 2.3282, 1.0808], [-4.4333, -0.1686, 1.1639], [-3.5975, -0.7075, 0.0276], [-1.0437, 2.0657, 3.0343], [-0.4649, 0.6445, 2.8323], [2.2207, -1.4734, 3.1346], [1.3852, -0.6972, 2.2688], [-0.3671, -0.7930, -1.3685], [3.7560, 1.1091, -3.0172], [-0.6163, 3.2029, 1.7055], [-0.9887, -5.2312, -1.6963], [2.1655, 1.9308, -1.5627], [0.0401, 0.2225, 1.1614], [1.2502, -2.6681, -3.2136], [-3.3034, 2.3013, 2.0109], [-3.6371, -0.6936, 0.9872], [-0.2476, 1.5301, 2.8032], [1.9009, -1.5421, 2.2847]],
  "smiles": "O.O.O.O.O.O.O.O.O.O.O",
  "e_homo_ev": -9.9,
  "charge": 0,
  "orbital_gap_ev": 9.896
}

B) {
  "formula": "H22O11",
  "method": "ωB97M-V/def2-TZVPD",
  "symbols": ["H", "H", "H", "H", "H", "H", "H", "H", "H", "H", "H", "H", "H", "H", "H", "H", "H", "H", "H", "H", "H", "H", "O", "O", "O", "O", "O", "O", "O", "O", "O", "O", "O"],
  "positions_angstrom": [[0.1919, 1.6800, 0.0668], [-0.8131, 0.5650, -0.1716], [-2.0150, 5.7247, 2.3055], [-1.2450, 4.6905, 3.1102], [3.4898, -1.9506, -2.4482], [2.2380, -1.1379, -2.1605], [-5.3809, 1.0087, 0.3318], [-5.4892, 0.6089, -1.1305], [4.7182, -1.1745, 0.3410], [3.2600, -1.2123, -0.0859], [-2.2396, -1.5551, -5.0467], [-1.7180, -0.3525, -4.2775], [0.3087, 0.9841, -2.1496], [0.4066, 0.0858, -3.3717], [0.0712, -1.6330, 3.1090], [-0.4933, -2.6792, 2.1619], [0.0593, 0.6840, 2.6042], [1.5307, 0.9143, 2.3009], [-2.1808, -3.4844, 0.8308], [-2.0991, -3.7393, 2.3269], [4.4622, 1.1965, 0.3029], [3.1524, 0.4853, 0.6005], [-0.4736, 1.1477, 0.5171], [-1.3775, 5.6413, 3.0236], [2.5293, -1.9821, -2.5231], [-4.9890, 1.1758, -0.5328], [3.9166, -1.7037, 0.4204], [-2.4761, -0.9444, -4.3394], [0.5909, 0.9828, -3.0712], [-0.7465, -1.9051, 2.6773], [0.8344, 0.2520, 2.2278], [-1.5631, -3.7382, 1.5259], [3.5393, 1.3648, 0.5242]],
  "smiles": "O.O.O.O.O.O.O.O.O.O.O",
  "e_homo_ev": -10.2,
  "charge": 0,
  "orbital_gap_ev": 10.019
}

C) {
  "formula": "H22O11",
  "method": "ωB97M-V/def2-TZVPD",
  "symbols": ["H", "H", "H", "H", "H", "H", "H", "H", "H", "H", "H", "H", "H", "H", "H", "H", "H", "H", "H", "H", "H", "H", "O", "O", "O", "O", "O", "O", "O", "O", "O", "O", "O"],
  "positions_angstrom": [[-0.9820, 1.3438, -1.0612], [0.5054, 0.9472, -0.6403], [-2.7362, -3.2604, -2.1954], [-2.7787, -1.7049, -2.0607], [1.9004, 1.1676, -3.2853], [0.6932, 1.8543, -2.6599], [-3.0175, 1.6263, 2.3902], [-3.2998, 0.2823, 2.7584], [-5.6020, -1.4934, 0.1574], [-4.3421, -0.9621, -0.4208], [-2.8164, 4.8605, -0.2378], [-1.3829, 4.4392, -0.3796], [2.4179, -0.5248, -0.0697], [3.6433, 0.2527, 0.2488], [4.3123, -2.3773, -1.9366], [3.1973, -2.1760, -0.9661], [5.4538, 2.1084, 1.2464], [4.0700, 1.9388, 1.4407], [-1.0387, -1.8940, 2.5546], [-1.0863, -1.1884, 3.7799], [1.8892, -2.3065, 0.6231], [1.0637, -1.6994, -0.4810], [-0.4321, 0.6021, -0.8338], [-2.4324, -2.4886, -1.6413], [0.9829, 0.9695, -2.8945], [-2.7083, 0.9920, 2.9607], [-5.2275, -1.1871, -0.7371], [-2.2002, 4.4080, -0.8730], [3.2501, -0.6637, 0.3396], [4.1418, -2.3377, -0.9267], [4.7979, 2.1203, 1.9655], [-1.4243, -1.9806, 3.3597], [1.1884, -1.6681, 0.4760]],
  "smiles": "O.O.O.O.O.O.O.O.O.O.O",
  "e_homo_ev": -10.3,
  "charge": 0,
  "orbital_gap_ev": 9.906
}

D) {
  "formula": "H22O11",
  "method": "ωB97M-V/def2-TZVPD",
  "symbols": ["O", "H", "H", "O", "H", "H", "O", "H", "H", "O", "H", "H", "O", "H", "H", "O", "H", "H", "O", "H", "H", "O", "H", "H", "O", "H", "H", "O", "H", "H", "O", "H", "H"],
  "positions_angstrom": [[-1.3596, -1.1163, 3.7166], [-1.3719, -1.7653, 3.1094], [-1.9310, -1.1276, 4.3338], [-0.2233, 3.5983, -3.1836], [-0.9671, 3.9965, -2.6929], [-0.2345, 2.8503, -2.6580], [0.4456, -2.8194, -0.2181], [0.6497, -3.7169, 0.1330], [1.2776, -2.2498, -0.1925], [-2.2689, -0.3782, -1.3528], [-1.8231, -0.9719, -0.5436], [-2.4877, -0.8882, -2.1549], [-1.4412, 3.0784, 2.2523], [-1.4264, 2.6077, 1.3380], [-0.5293, 3.3678, 2.3671], [-3.4955, -2.9234, -2.6446], [-3.8137, -1.9858, -2.7121], [-2.6052, -3.0062, -2.2720], [1.6502, 0.0967, -3.3040], [2.0859, -0.7452, -3.5689], [1.0888, 0.3672, -4.0693], [1.3983, -0.0747, 3.3243], [0.6525, -0.6212, 3.6895], [1.2965, 0.7448, 2.9262], [3.8010, -0.6890, 1.1806], [4.7250, -0.7026, 1.6137], [3.0935, -0.5385, 1.6981], [2.1901, 2.6230, -0.8572], [2.9107, 3.1999, -0.3998], [2.1050, 3.2927, -1.5760], [-1.5129, -1.2340, 0.8191], [-1.1161, -0.3772, 0.9127], [-0.7628, -1.8920, 0.9857]],
  "smiles": "O.O.O.O.O.O.O.O.O.O.O",
  "e_homo_ev": -10.1,
  "charge": 0,
  "orbital_gap_ev": 10.094
}

Short version: B) is the most stable of them.

A) {
  "formula": "H22O11",
  "method": "ωB97M-V/def2-TZVPD",
  "symbols": ["O", "H", "H", "O", "H", "H", "O", "H", "H", "O", "H", "H", "O", "H", "H", "O", "H", "H", "O", "H", "H", "O", "H", "H", "O", "H", "H", "O", "H", "H", "O", "H", "H"],
  "positions_angstrom": [[2.8225, 2.4338, 0.5487], [3.5933, 1.8502, 0.4606], [2.2748, 2.0398, -0.1484], [-2.8892, 2.5227, -1.0344], [-3.1852, 1.5896, -1.0912], [-2.8462, 2.8352, -1.9439], [2.1530, -3.2900, -0.4259], [3.0353, -2.9815, -0.6557], [1.6671, -2.5020, -0.1642], [1.9605, -0.7068, -2.6966], [1.5145, -1.2477, -2.0082], [1.2386, -0.8329, -3.3264], [-0.4489, 3.9430, 1.9021], [-1.3863, 4.0494, 2.0797], [-0.1393, 4.7504, 1.4767], [-2.1517, -2.6949, 3.9090], [-1.2795, -2.3300, 3.7405], [-2.7189, -2.5417, 3.1488], [0.6519, -4.8796, 1.1321], [0.3460, -4.6489, 0.2472], [1.3486, -4.3558, 1.5240], [3.2339, -0.1788, 1.9391], [2.4581, 0.0237, 2.4766], [2.9075, 0.0233, 1.0572], [-0.2452, 2.5038, -4.3491], [-0.9897, 3.1071, -4.4165], [-0.5895, 1.6036, -4.3843], [0.4348, -0.3929, 0.3272], [-0.2617, -1.0278, 0.5417], [-0.1701, 0.3840, 0.2278], [-3.9250, 0.0923, -0.2017], [-3.5782, 0.9523, 0.0644], [-4.8359, -0.0930, 0.0429]],
  "smiles": "O.O.O.O.O.O.O.O.O.O.O",
  "e_homo_ev": -11.0,
  "charge": 0,
  "orbital_gap_ev": 10.587
}

B) {
  "formula": "H22O11",
  "method": "ωB97M-V/def2-TZVPD",
  "symbols": ["O", "H", "H", "O", "H", "H", "O", "H", "H", "O", "H", "H", "O", "H", "H", "O", "H", "H", "O", "H", "H", "O", "H", "H", "O", "H", "H", "O", "H", "H", "O", "H", "H"],
  "positions_angstrom": [[2.2065, -1.5536, -1.6381], [1.2812, -1.7654, -1.8571], [2.6675, -1.5519, -2.4868], [-0.0522, 0.1958, 0.3527], [-0.5158, -0.6483, 0.2639], [0.8327, -0.0388, 0.7005], [0.7444, 0.9776, -2.7279], [0.9037, 0.1041, -2.3425], [-0.2265, 1.0949, -2.6843], [-0.0362, 2.7820, -0.3804], [0.1176, 2.4690, -1.2806], [-0.0525, 1.9659, 0.1536], [-3.0758, 1.0726, 0.3204], [-3.3628, 0.1622, 0.4639], [-3.6977, 1.6109, 0.8230], [-0.5449, -2.2438, -1.8392], [-0.0317, -2.9857, -2.1904], [-1.3497, -2.2371, -2.3732], [2.5186, -0.2625, 1.0255], [2.9913, -0.3757, 0.1869], [2.8110, 0.5955, 1.3633], [1.3901, -0.6157, 3.7870], [2.1566, -0.5818, 4.3694], [1.6438, -1.2264, 3.0856], [-0.5919, 2.5335, 3.2302], [-0.3926, 1.7295, 2.7316], [-0.7775, 3.1966, 2.5541], [-0.4039, -2.7016, 1.0281], [0.5588, -2.6736, 0.9527], [-0.6501, -3.5698, 0.6931], [-1.9919, 1.5326, -2.2514], [-2.8128, 1.8197, -2.6613], [-2.2573, 1.1892, -1.3721]],
  "smiles": "O.O.O.O.O.O.O.O.O.O.O",
  "e_homo_ev": -9.5,
  "charge": 0,
  "orbital_gap_ev": 9.268
}

Short version: B) is the most stable of them.